15
Properties=species:S:1:pos:R:3 method="wB97M-V/def2-TZVPD" multiplicity=1 e_above_lowest_ev=0.304 smiles=CC(C)O.O largest_force_ev_per_a=2.31 lumo_energy_ev=0.4 total_energy_ev=-7367.77287
H -1.272 -0.304 -1.930
H -0.026 1.927 2.667
H -0.643 0.032 1.206
H -1.015 -2.049 -1.613
H 0.005 0.535 3.364
C 0.869 0.657 -0.487
O -0.419 1.026 2.624
C 0.040 -0.595 -0.390
C -0.509 -1.075 -1.728
H 0.376 1.490 -1.015
O -1.093 -0.409 0.455
H 1.816 0.424 -1.003
H 1.100 0.980 0.542
H 0.171 -1.132 -2.594
H 0.600 -1.507 -0.101